Entry 1:
Here is a cluster of 2 separate species, C2H5BrN in total at a distorted geometry from the Open Molecules 2025 dataset. Energies are from ωB97M-V with the def2-TZVPD basis set.

Each line ends with the natural charge from an NBO analysis.
Element x y z (Å)
C 0.8425 0.6328 1.0752  0.067
C -1.4118 -1.0000 -1.0174  -0.224
N 0.4809 -0.1893 0.1887  -0.575
Br -1.2405 -2.7662 -1.0027  0.408
H 0.3701 1.2885 1.6749  0.203
H 1.8562 0.8604 1.4054  0.194
H -0.8427 -0.2984 -1.7611  0.275
H 1.1482 -0.7727 -0.3661  0.395
H -2.4032 -0.6159 -0.6505  0.257

Computed properties:
spin multiplicity = 1
energy above the lowest of the compared OMol25 structures with the same formula, charge and spin = 49.6 kcal per mole
largest force on an atom = 0.0830 hartree/bohr
highest occupied orbital energy = -15.25 eV
charge = +1

---

Entry 2:
Here is a cluster of 3 separate species, C2H5BrN3 in total at a distorted geometry from the Open Molecules 2025 dataset. Energies are from ωB97M-V with the def2-TZVPD basis set.

Each line ends with the natural charge from an NBO analysis.
Element x y z (Å)
C 1.5079 0.2907 0.6012  0.381
C -1.8371 1.0028 0.5792  0.214
N 0.4933 0.9298 1.0871  -0.306
N -0.7199 0.9494 0.8805  -0.015
N 1.3894 -0.8258 -0.2154  -0.741
Br -3.5136 1.4231 0.6326  0.406
H 2.4479 0.4843 0.9191  0.222
H -1.0376 -1.1886 -1.8397  0.016
H -1.5886 -0.5772 -1.4908  -0.016
H 0.5977 -1.2546 -0.5151  0.409
H 2.2607 -1.2339 -0.6387  0.430

Computed properties:
spin multiplicity = 1
energy above the lowest of the compared OMol25 structures with the same formula, charge and spin = 97.9 kcal per mole
largest force on an atom = 0.1342 hartree/bohr
highest occupied orbital energy = -14.36 eV
charge = +1

---

Entry 3:
Here is a cluster of 2 separate species, C2H5BrO5 in total at a distorted geometry from the Open Molecules 2025 dataset. Energies are from ωB97M-V with the def2-TZVPD basis set.

Each line ends with the natural charge from an NBO analysis.
Element x y z (Å)
O 0.3882 -2.0135 0.6431  -0.624
C 0.1680 -0.8320 0.7387  0.753
O -0.7021 -0.3588 1.5798  -0.670
C 1.1384 0.2868 0.1193  0.508
O 2.2492 0.4500 0.8376  -0.719
O 0.3471 1.3819 -0.1023  -0.665
Br 1.6784 -0.5069 -1.7405  -0.160
H -1.3584 -1.0165 1.7639  0.504
H 2.6245 -0.1557 1.4521  0.533
H 1.0272 2.0452 0.0029  0.487
O -1.1210 -0.4669 -0.9428  -0.952
H -1.2476 0.4441 -1.3495  0.507
H -0.4813 -1.0217 -1.3674  0.498

Computed properties:
spin multiplicity = 1
energy above the lowest of the compared OMol25 structures with the same formula, charge and spin = 23.1 kcal per mole
largest force on an atom = 0.0867 hartree/bohr
highest occupied orbital energy = -10.10 eV

---

Entry 4:
Here is the molecule C2H5BrSi at a distorted geometry from the Open Molecules 2025 dataset. Energies are from ωB97M-V with the def2-TZVPD basis set.

Each line ends with the natural charge from an NBO analysis.
Element x y z (Å)
C 0.5930 -0.5525 1.2265  -0.722
C -0.5500 0.2688 -1.5810  -0.591
Si -0.3515 0.6775 0.2916  1.027
Br 1.0817 -0.0607 -2.5415  0.042
H 0.0828 -1.2519 1.8904  0.199
H 1.6700 -0.8290 1.0045  0.206
H 0.3053 1.9834 0.5853  -0.158
H -1.0831 -0.6727 -1.4749  0.172
H -1.7482 0.4372 0.5991  -0.174

Computed properties:
spin multiplicity = 1
energy above the lowest of the compared OMol25 structures with the same formula, charge and spin = 97.9 kcal per mole
largest force on an atom = 0.0484 hartree/bohr
highest occupied orbital energy (spin up / spin down) = -9.32 / -9.14 eV

---

Entry 5:
Here is the molecule C2H5Cl2P at a distorted geometry from the Open Molecules 2025 dataset. Energies are from ωB97M-V with the def2-TZVPD basis set.

Each line ends with the natural charge from an NBO analysis.
Element x y z (Å)
C -0.3484 0.4630 -0.2662  -0.627
C 0.0612 -0.8927 0.5127  -0.594
P -0.8391 -2.1758 2.1286  0.744
Cl -1.9282 -0.8950 3.3031  -0.294
Cl -2.3272 -2.9731 0.9323  -0.309
H 0.3406 0.3774 -1.0876  0.221
H -0.0622 1.3578 0.1800  0.213
H -1.4315 0.6514 -0.6227  0.221
H 0.2424 -1.8830 -0.0733  0.215
H 1.0694 -0.5561 1.0542  0.211

Computed properties:
spin multiplicity = 1
energy above the lowest of the compared OMol25 structures with the same formula, charge and spin = 11.7 kcal per mole
largest force on an atom = 0.0676 hartree/bohr
highest occupied orbital energy = -9.09 eV

---

Entry 6:
Here is a structure of composition C2H5Cl3N at a distorted geometry from the Open Molecules 2025 dataset. Energies are from ωB97M-V with the def2-TZVPD basis set.

Each line ends with the natural charge from an NBO analysis.
Element x y z (Å)
C 1.0597 0.0664 -0.6098  -0.155
C -0.8383 -1.2586 0.7124  -0.255
N 0.2785 1.2220 -0.3328  -0.786
Cl -1.9772 0.1127 0.9755  0.103
Cl -1.4507 -2.3296 -0.4860  0.137
Cl 0.0025 -1.8438 2.0516  0.175
H 0.6774 -0.5664 -1.4434  0.233
H 2.0516 0.2021 -0.1940  0.222
H 0.2887 1.6870 -1.2569  0.459
H 0.7082 1.6965 0.5624  0.461
H -0.8003 1.0117 0.0212  0.406

Computed properties:
spin multiplicity = 1
energy above the lowest of the compared OMol25 structures with the same formula, charge and spin = 57.2 kcal per mole
largest force on an atom = 0.0568 hartree/bohr
highest occupied orbital energy (spin up / spin down) = -13.93 / -13.19 eV
charge = +1

---

Entry 7:
Here is the molecule C2H5ClN2O at a distorted geometry from the Open Molecules 2025 dataset. Energies are from ωB97M-V with the def2-TZVPD basis set.

Each line ends with the natural charge from an NBO analysis.
Element x y z (Å)
C 0.3555 0.5732 -0.5022  0.304
C -0.8677 0.1240 0.2653  -0.079
N 0.9542 -1.1192 0.4798  -0.556
N -0.5081 -1.2216 0.5678  -0.506
O 0.9255 1.7124 -0.1293  -0.642
Cl -2.3434 0.2202 -0.7865  -0.098
H 0.4435 0.2373 -1.5240  0.190
H -1.0679 0.7900 1.1109  0.211
H 1.2403 -1.7692 -0.2585  0.317
H -0.7678 -1.5303 1.5031  0.360
H 1.6359 1.9833 -0.7264  0.498

Computed properties:
spin multiplicity = 1
energy above the lowest of the compared OMol25 structures with the same formula, charge and spin = 66.4 kcal per mole
largest force on an atom = 0.0752 hartree/bohr
highest occupied orbital energy (spin up / spin down) = -8.56 / -8.56 eV

---

Entry 8:
Here is a cluster of 2 separate species, C2H5ClN2O2 in total at a distorted geometry from the Open Molecules 2025 dataset. Energies are from ωB97M-V with the def2-TZVPD basis set.

Each line ends with the natural charge from an NBO analysis.
Element x y z (Å)
C 0.5455 -0.4089 0.8231  -0.543
C -1.0092 1.3561 -0.8387  -0.107
N 0.5834 0.9862 0.6808  -0.306
N -1.9710 0.8686 -0.0188  0.409
O -2.1800 -0.3456 0.1765  -0.408
O -2.6034 1.8281 0.4581  -0.385
Cl 2.0032 1.3458 -0.1386  0.137
H 0.4119 -0.5315 1.8692  0.244
H -0.4609 -0.7780 0.5995  0.277
H 1.1743 -1.0763 0.3235  0.212
H -0.4298 0.6573 -1.5560  0.226
H -1.0108 2.4480 -0.8788  0.244

Computed properties:
spin multiplicity = 1
energy above the lowest of the compared OMol25 structures with the same formula, charge and spin = 118.2 kcal per mole
largest force on an atom = 0.0907 hartree/bohr
highest occupied orbital energy (spin up / spin down) = -9.62 / -9.62 eV

---

Entry 9:
Here is the molecule C2H5ClN2O2 at a distorted geometry from the Open Molecules 2025 dataset. Energies are from ωB97M-V with the def2-TZVPD basis set.

Each line ends with the natural charge from an NBO analysis.
Element x y z (Å)
O 1.5637 -0.1372 1.8650  -0.564
N 0.3884 0.4751 1.5063  -0.133
C -0.2507 -0.0660 0.5492  0.265
C -1.3487 0.7562 0.0193  -0.402
Cl -0.8475 1.1801 -1.6356  -0.057
N -0.0440 -1.3311 -0.0520  -0.350
O 1.2555 -1.9008 -0.1750  -0.551
H 1.5755 -1.0732 1.6197  0.467
H -1.4892 1.6584 0.5885  0.258
H -2.3096 0.1906 -0.0124  0.223
H -0.5587 -1.4581 -0.9302  0.377
H 1.8220 -1.2244 -0.5703  0.469

Computed properties:
spin multiplicity = 1
energy above the lowest of the compared OMol25 structures with the same formula, charge and spin = 24.1 kcal per mole
largest force on an atom = 0.0335 hartree/bohr
highest occupied orbital energy = -9.29 eV

---

Entry 10:
Here is the molecule C2H5ClN2O2 at a distorted geometry from the Open Molecules 2025 dataset. Energies are from ωB97M-V with the def2-TZVPD basis set.

Each line ends with the natural charge from an NBO analysis.
Element x y z (Å)
C -1.2099 0.0199 -0.4491  -0.639
C -0.2053 0.9459 0.2106  -0.054
N 1.8857 0.7046 0.8777  0.030
N 1.1474 0.6131 -0.0862  -0.015
O 1.4499 0.2234 -1.3736  -0.175
O 3.1204 0.0956 0.6404  -0.507
Cl -0.4840 2.6767 -0.0438  -0.058
H -1.9100 -0.2938 0.2620  0.225
H -0.6848 -0.8858 -0.8860  0.237
H -1.6614 0.3582 -1.3520  0.238
H -0.1681 0.8878 1.2745  0.231
H 3.3954 -0.0786 1.5764  0.487

Computed properties:
spin multiplicity = 3
energy above the lowest of the compared OMol25 structures with the same formula, charge and spin = 0.4 kcal per mole
largest force on an atom = 0.2353 hartree/bohr
highest occupied orbital energy (spin up / spin down) = -7.15 / -10.98 eV

---

Q: Which formula does entry 4 have?
A: C2H5BrSi

---

Please write out number 4 again, unchanged.
Here is the molecule C2H5BrSi at a distorted geometry from the Open Molecules 2025 dataset. Energies are from ωB97M-V with the def2-TZVPD basis set.

Each line ends with the natural charge from an NBO analysis.
Element x y z (Å)
C 0.5930 -0.5525 1.2265  -0.722
C -0.5500 0.2688 -1.5810  -0.591
Si -0.3515 0.6775 0.2916  1.027
Br 1.0817 -0.0607 -2.5415  0.042
H 0.0828 -1.2519 1.8904  0.199
H 1.6700 -0.8290 1.0045  0.206
H 0.3053 1.9834 0.5853  -0.158
H -1.0831 -0.6727 -1.4749  0.172
H -1.7482 0.4372 0.5991  -0.174

Computed properties:
spin multiplicity = 1
energy above the lowest of the compared OMol25 structures with the same formula, charge and spin = 97.9 kcal per mole
largest force on an atom = 0.0484 hartree/bohr
highest occupied orbital energy (spin up / spin down) = -9.32 / -9.14 eV